Entry 1:
# C34H41BrFIrN3O10SSi

A molecular structure, C34H41BrFIrN3O10SSi (ωB97M-V/def2-TZVPD, OMol25).

Each line ends with the Löwdin spin population.
Geometry (Å):
Ir  1.46266  0.78487  1.19327  1.8467
O  4.40894  0.58418  -1.82647  0.0167
C  3.45387  0.89629  -1.13870  0.0075
O  3.11348  0.28679  -0.03082  0.0591
C  2.55702  2.02313  -1.49042  0.0011
C  2.75910  2.77658  -2.62813  0.0017
C  1.90156  3.81611  -2.92526  -0.0015
C  0.83592  4.06622  -2.02788  0.0038
C  0.69386  3.28137  -0.91737  0.0088
N  1.51824  2.24604  -0.59705  0.0786
H  3.59533  2.52176  -3.26338  0.0005
H  2.04154  4.41667  -3.81733  -0.0001
H  0.12268  4.86008  -2.20150  0.0006
H  -0.11230  3.45985  -0.23413  0.0009
Br  3.01537  2.36370  2.57184  0.1385
C  3.88793  0.88561  3.37974  -0.0010
C  4.88025  1.16333  4.26106  0.0119
C  5.57328  0.11132  4.89702  -0.0047
C  5.25080  -1.17800  4.62774  0.0054
C  4.21762  -1.49399  3.71052  -0.0012
C  3.88117  -2.83520  3.42209  0.0281
C  2.89122  -3.12127  2.53848  -0.0028
C  2.17243  -2.08917  1.89136  0.0355
C  2.46191  -0.78476  2.13265  0.0039
C  3.50068  -0.44483  3.06021  0.0107
H  5.14301  2.18909  4.47581  0.0037
H  6.36530  0.33874  5.59813  -0.0006
H  5.79168  -1.97844  5.11814  0.0004
H  4.42004  -3.63841  3.91078  0.0017
H  2.64481  -4.15488  2.32632  -0.0010
H  1.38665  -2.32103  1.18924  0.0013
O  0.55759  0.33507  2.79024  1.1946
C  -2.43506  1.26546  -2.14079  -0.0002
C  -3.07841  -0.11706  -2.19816  0.0004
C  -3.84309  -0.38880  -0.91382  0.0005
C  -4.05996  -0.16370  -3.37561  0.0003
O  -2.08184  -1.08127  -2.48700  0.0101
Si  -1.18228  -1.95100  -1.41873  0.0385
S  -0.03045  -0.71543  -0.22600  0.1363
O  -0.26480  -2.99912  -2.29722  0.0078
C  0.76507  -2.68363  -3.22383  0.0004
C  2.10903  -2.79235  -2.51288  0.0005
C  0.63339  -1.31937  -3.87613  0.0006
C  0.68443  -3.76184  -4.30894  0.0003
O  -2.24044  -2.83756  -0.51818  0.0114
C  -1.96070  -3.80609  0.47452  0.0005
C  -3.15301  -4.76754  0.45198  0.0004
C  -0.69384  -4.60687  0.22656  0.0000
C  -1.90142  -3.12162  1.83602  0.0011
H  -3.19309  2.05174  -2.10722  0.0000
H  -1.80155  1.42439  -3.01328  0.0000
H  -1.79943  1.36778  -1.25601  -0.0002
H  -4.63800  0.34973  -0.79625  0.0003
H  -3.19051  -0.32636  -0.03871  0.0001
H  -4.28917  -1.38358  -0.92718  0.0001
H  -4.85672  0.57338  -3.26083  0.0001
H  -4.50883  -1.15682  -3.45406  0.0000
H  -3.53398  0.03130  -4.31152  0.0000
H  2.23059  -1.99787  -1.77361  0.0006
H  2.93399  -2.72012  -3.22348  0.0000
H  2.17792  -3.74683  -1.98599  0.0000
H  0.72071  -0.51493  -3.14292  0.0006
H  -0.32859  -1.21530  -4.37855  0.0001
H  1.42806  -1.18985  -4.61146  0.0000
H  0.78012  -4.75390  -3.86326  0.0000
H  1.47037  -3.63494  -5.05549  0.0001
H  -0.28551  -3.72121  -4.81021  0.0000
H  -3.23665  -5.24337  -0.52779  0.0000
H  -4.07975  -4.21993  0.62873  0.0000
H  -3.05405  -5.54482  1.21224  0.0001
H  -0.71555  -5.08203  -0.75427  0.0000
H  -0.59622  -5.38138  0.98946  0.0000
H  0.19415  -3.97741  0.26971  -0.0001
H  -2.76405  -2.47039  1.97069  0.0000
H  -1.01170  -2.49636  1.92928  0.0010
H  -1.88535  -3.86297  2.63976  0.0000
F  -2.29562  5.92383  4.63600  0.0053
C  -2.22973  5.68946  3.31517  0.1275
C  -2.42648  4.43160  2.82123  0.3174
N  -2.37490  4.18336  1.45688  0.0712
C  -2.52894  2.80397  1.02701  0.0339
C  -1.51667  1.84299  1.69254  0.0194
O  -1.97662  0.92726  2.32314  0.0412
O  -0.27498  2.16511  1.47129  0.2677
C  -2.12385  5.17404  0.55319  0.0146
O  -2.13417  5.02286  -0.65357  0.0049
N  -1.90144  6.42770  1.10925  0.0673
C  -1.95757  6.79085  2.46584  0.1695
O  -1.79649  7.96439  2.81458  0.1472
H  -2.61384  3.58085  3.45860  0.0371
H  -2.42811  2.76159  -0.05822  -0.0003
H  -3.53189  2.46859  1.28415  0.0084
H  -1.71619  7.16455  0.44717  0.0068

Output
HOMO level (spin up / spin down): 1.27 / -2.14 eV
2S+1: 6
LUMO level (spin up / spin down): 0.144 / 0.112 Eh
Largest force on an atom: 3.4 eV/Å
Net charge: -2
Relative energy (zero: lowest compared OMol25 entry of this formula, charge and spin): 0.864 eV

---

Entry 2:
# C10H24IO5P2RuS

A molecular structure, C10H24IO5P2RuS (ωB97M-V/def2-TZVPD, OMol25).

Each line ends with the Löwdin spin population.
Geometry (Å):
C  1.84670  3.76213  -1.77651  0.0118
C  1.12232  2.52606  -1.43721  0.0412
H  1.27590  4.35936  -2.50669  0.0022
H  2.82615  3.50390  -2.20247  0.0001
H  2.01667  4.34597  -0.86314  0.0010
O  0.08656  2.08278  -1.89526  0.1080
I  2.39646  1.28164  0.30129  0.1612
Ru  0.06213  0.27281  -0.23374  2.1320
P  -0.86572  1.41003  1.54674  0.0959
C  -2.52318  0.76489  1.94097  0.0071
C  0.08735  1.15158  3.07502  0.0036
H  -0.47170  1.54979  3.93391  0.0010
H  -1.84734  3.55805  2.00894  0.0078
H  1.06116  1.64958  2.99070  0.0012
H  -0.12661  3.71204  1.50499  0.0010
H  -2.44403  -0.30542  2.18545  -0.0002
H  0.24555  0.07030  3.19605  0.0001
C  -1.07475  3.19340  1.31646  0.0442
H  -2.93507  1.31777  2.79643  0.0024
H  -1.39592  3.38256  0.28282  0.0012
H  -3.17638  0.89029  1.06648  0.0005
P  1.02712  -1.16184  -1.76455  0.0878
C  -0.18370  -2.28614  -2.50674  0.0082
C  1.81578  -0.37287  -3.19805  0.0452
H  2.54733  -1.79352  0.00372  0.0008
H  3.14583  -2.30274  -1.60254  0.0016
H  1.81742  -3.21161  -0.79241  -0.0007
C  2.25983  -2.22293  -0.96121  0.0045
H  2.78588  0.05302  -2.91694  0.0017
H  1.95303  -1.12361  -3.98872  0.0072
H  0.29770  -2.83360  -3.32749  0.0014
H  -1.03813  -1.71404  -2.88801  0.0008
H  1.16107  0.42699  -3.56931  0.0007
H  -0.51991  -2.98008  -1.72224  0.0019
C  -1.60861  0.07039  -1.03436  0.0424
O  -2.64009  -0.00402  -1.57751  0.0548
C  -1.93840  -2.93453  2.23271  -0.0033
S  -0.34445  -2.87942  1.44981  -0.0244
O  0.66233  -3.39120  2.35757  0.4966
O  -0.50923  -3.59502  0.18921  0.3748
O  -0.13086  -1.37671  1.26580  0.2756
H  -2.20658  -3.98155  2.39800  -0.0001
H  -2.64815  -2.47096  1.54302  0.0000
H  -1.87144  -2.39353  3.17901  -0.0007

Output
HOMO level (spin up / spin down): -19.71 / -19.95 eV
2S+1: 5
LUMO level (spin up / spin down): -0.438 / -0.542 Eh
Largest force on an atom: 8.1 eV/Å
Net charge: +3

---

Entry 3:
# C44H59BeN6O5

A molecular structure, C44H59BeN6O5 (ωB97M-V/def2-TZVPD, OMol25).

Each line ends with the Mulliken charge.
Geometry (Å):
Be  1.68750  -0.57085  2.19025  1.3430
C  -1.64614  -0.91193  -0.69240  -0.6672
C  -1.04646  0.40283  -0.22077  0.4148
O  0.28993  0.39602  0.29210  0.0804
H  -1.76100  -1.60857  0.13802  0.0445
H  -1.07444  -1.49204  -1.41677  -0.3978
H  -2.66849  -0.80109  -1.05384  0.4884
H  -1.71379  0.77831  0.55498  0.0407
H  -1.30530  1.11567  -1.00369  -0.4326
N  3.68632  -0.76264  0.56656  0.3012
C  4.88814  -1.40614  0.87103  -0.6484
C  6.04671  -1.23757  0.19781  -0.5061
C  6.13713  -0.15663  -0.64734  -0.6719
C  4.94678  0.44965  -1.06143  -0.6095
C  3.77161  0.18045  -0.39136  -0.0924
H  4.77266  -2.21129  1.58153  0.3885
H  6.87897  -1.89795  0.39182  0.4533
H  7.11811  -0.02307  -1.07891  0.3965
H  5.00578  1.17361  -1.86068  0.4849
H  2.84976  0.63139  -0.72789  0.4662
N  2.29035  -3.98807  -4.68827  -0.5470
C  1.05899  -3.51844  -4.48787  -0.6360
C  0.86055  -2.44206  -3.59859  -0.1013
C  1.89638  -1.71336  -3.09388  0.6580
C  3.18141  -2.13601  -3.42428  -0.6116
C  3.35190  -3.38992  -4.04465  -0.4851
H  0.29214  -4.05361  -5.02820  0.4238
H  -0.14532  -2.18101  -3.30453  0.3800
H  1.71389  -0.92967  -2.37351  0.1193
H  3.89524  -1.47220  -2.95930  0.3746
H  4.31930  -3.75300  -4.35881  0.4108
N  -0.18891  0.67711  4.06600  0.2462
C  0.11855  0.45592  5.35707  -0.1738
C  -0.20995  1.30072  6.40516  -0.6070
C  -0.84742  2.45272  6.07151  -0.4230
C  -1.35603  2.66452  4.79099  -0.6863
C  -0.95683  1.73489  3.83448  -0.1996
H  0.53941  -0.53021  5.48682  0.3020
H  0.13092  0.93130  7.36106  0.4104
H  -1.03777  3.23964  6.78630  0.3925
H  -1.72553  3.62895  4.47516  0.4754
H  -1.32865  1.82898  2.82488  0.2546
N  1.59016  -3.05678  1.23917  0.3230
C  1.96063  -4.19431  1.96566  -0.5982
C  2.03169  -5.47009  1.38840  -0.8530
C  1.58630  -5.64908  0.07342  -0.3857
C  1.19019  -4.53490  -0.67975  -0.5734
C  1.22144  -3.28687  -0.03097  0.0269
H  2.31303  -3.92257  2.94973  0.6283
H  2.27015  -6.31936  2.01150  0.4438
H  1.43773  -6.63143  -0.35003  0.4237
H  0.75262  -4.73647  -1.64635  0.4876
H  0.92205  -2.40220  -0.57329  0.1036
N  2.67343  1.79899  2.49849  0.2022
C  1.76769  2.75614  2.12239  -0.1352
C  1.84301  4.12306  2.33571  -1.0041
C  2.99162  4.55684  2.97585  -0.3429
C  3.93649  3.69418  3.47074  -0.6452
C  3.71877  2.33117  3.23569  -0.5128
H  0.83672  2.45923  1.66246  0.5652
H  1.07091  4.85208  2.13870  0.5629
H  3.17637  5.57953  3.26973  0.3916
H  4.77326  4.09839  4.02103  0.4723
H  4.36235  1.61433  3.72388  0.4346
N  -0.44124  -2.26901  3.49055  0.1968
C  -1.72868  -2.31003  3.12099  -0.1752
C  -2.57370  -3.37999  3.13365  -0.7695
C  -2.07093  -4.62281  3.58919  -0.3718
C  -0.78431  -4.60113  4.11687  -0.7285
C  -0.05192  -3.40369  4.08109  -0.5190
H  -2.10920  -1.38050  2.72402  0.3952
H  -3.57812  -3.34345  2.73842  0.4589
H  -2.51091  -5.60101  3.46291  0.4005
H  -0.32391  -5.50049  4.49843  0.4319
H  0.94724  -3.35298  4.48793  0.6742
C  1.62424  3.39711  -1.35786  -0.5151
C  1.94731  2.63313  -2.63269  0.5954
O  3.15923  2.44882  -2.86660  -0.6334
C  0.78014  2.01869  -3.42523  0.1500
H  1.39646  4.45936  -1.44638  0.5199
H  2.37200  3.14929  -0.60452  0.1801
H  0.77996  2.92677  -0.85380  -0.0594
H  -0.21642  2.34590  -3.12875  -0.3627
H  0.72812  1.02715  -2.97554  -0.3551
H  0.85525  1.77641  -4.48531  0.4780
C  -2.78704  3.32418  -4.58343  -0.9855
C  -3.54439  2.22293  -3.89788  0.7596
O  -4.64375  2.37286  -3.43072  -0.5706
C  -2.92516  0.80024  -4.04112  -0.0146
H  -3.38854  4.23084  -4.64879  0.3486
H  -2.49823  3.00011  -5.58327  0.3338
H  -1.96223  3.66231  -3.95617  0.1153
H  -1.89920  0.92676  -3.69544  -0.2681
H  -2.93453  0.39225  -5.05184  0.5884
H  -3.46753  0.14342  -3.36105  -0.2508
C  -2.19159  4.01596  0.38733  0.2576
C  -2.00932  5.50843  0.46568  0.6119
O  -2.29816  6.11969  1.52306  -0.5908
C  -1.34329  6.15472  -0.77430  -0.8048
H  -1.36483  3.52385  0.89958  -0.4176
H  -2.08685  3.58527  -0.60848  -0.1616
H  -3.14147  3.66411  0.78986  0.4790
H  -0.28462  5.89945  -0.82078  0.0603
H  -1.38887  7.24373  -0.76649  0.3650
H  -1.73216  5.73699  -1.70295  0.2774
C  -7.23133  -3.14091  -1.76150  -1.1481
C  -5.97551  -3.31096  -2.51909  0.6350
O  -5.60294  -4.42607  -2.96726  -0.5904
C  -5.16042  -2.04217  -2.82976  -0.6372
H  -6.97768  -3.00228  -0.71053  0.2774
H  -7.94143  -3.96746  -1.78754  0.3279
H  -7.71710  -2.20702  -2.04430  0.3453
H  -5.11991  -1.84886  -3.90172  0.3306
H  -4.15027  -2.32193  -2.53072  0.1286
H  -5.57527  -1.19319  -2.28641  0.3391

Output
HOMO level: -10.59 eV
LUMO level: -0.171 Eh
Largest force on an atom: 3.9 eV/Å
Net charge: +1
Relative energy (zero: lowest compared OMol25 entry of this formula, charge and spin): 4.170 eV

---

Entry 4:
# C9H16N3O2

2 unconnected molecules or ions with the total composition C9H16N3O2 (ωB97M-V/def2-TZVPD, OMol25).

Each line ends with the Mulliken charge.
Geometry (Å):
C  -1.16177  1.28590  3.37072  -1.0313
C  -1.19309  2.54524  2.46533  -0.3841
O  -0.34433  2.40005  1.31659  -0.3289
C  -0.87029  1.54486  0.37184  -0.5449
N  0.18384  1.26002  -0.63377  0.2688
C  0.03157  0.20455  -1.44879  -0.4258
C  0.96672  -0.14193  -2.37068  -0.5596
C  2.11777  0.63955  -2.49570  -0.1609
C  2.25512  1.74038  -1.65711  -0.5968
C  1.26921  2.02331  -0.74661  0.0508
H  -1.83430  0.53426  2.94027  0.3119
H  -0.14175  0.88458  3.40578  0.2877
H  -1.47839  1.61156  4.36647  0.3858
H  -2.21251  2.87978  2.22766  0.3135
H  -0.73973  3.35026  3.05756  0.3193
H  -1.19479  0.57270  0.78108  0.3962
H  -1.75627  1.95075  -0.15177  0.3455
H  -0.86122  -0.41826  -1.38382  0.6118
H  0.85428  -0.99822  -3.02412  0.4828
H  2.90657  0.43989  -3.21696  0.4221
H  3.11752  2.39863  -1.72162  0.3969
H  1.40954  2.89943  -0.11951  0.3875
C  -0.20083  -3.39515  -1.08409  0.6604
O  -0.27957  -2.67082  -2.07147  -0.6095
N  -0.62860  -4.68143  -1.09441  -0.4315
N  0.32455  -2.96771  0.10371  -0.3332
H  -0.57422  -5.29354  -0.30200  0.1565
H  -1.01952  -5.02846  -1.95207  0.2302
H  0.65677  -2.02368  0.14799  0.1973
H  0.39774  -3.54650  0.91949  0.1814

Output
HOMO level: -13.10 eV
LUMO level: -0.145 Eh
Largest force on an atom: 1.8 eV/Å
Net charge: +1
Relative energy (zero: lowest compared OMol25 entry of this formula, charge and spin): 0.000 eV

---

Among the records above, which one has the highest largest force on an atom?
C10H24IO5P2RuS

---

The highest largest force on an atom belongs to which entry?
C10H24IO5P2RuS

---

Which of these has the lowest net charge?
C34H41BrFIrN3O10SSi

---

What is the largest force on an atom in the first record?
3.4 eV/Å